This record from the OMol25 dataset describes C13H21ClF9O3P2Sm as an isolated structure. The level of theory is wB97M-V/def2-TZVPD.

```
! wB97M-V def2-TZVPD RIJCOSX def2/J DEFGRID3
* xyz 2 6
C 0.237 0.128 -4.390
C 1.042 0.237 -3.266
H 0.816 0.032 -5.318
H -0.436 1.013 -4.413
H -0.424 -0.751 -4.234
O 1.980 0.400 -2.578
Cl -2.043 0.125 -2.480
Sm -0.733 0.042 -0.175
P 0.084 2.713 -0.852
C 1.511 3.616 -0.211
C -0.270 3.629 -2.383
H -0.447 4.690 -2.132
H -1.322 4.463 0.047
H -1.164 3.214 -2.872
H -2.214 2.910 -0.008
H 2.411 3.349 -0.787
H 0.573 3.558 -3.089
C -1.248 3.383 0.238
H 1.328 4.704 -0.290
H -1.025 3.206 1.302
H 1.683 3.347 0.844
P 0.306 -2.484 -1.109
C 1.716 -3.367 -0.382
C -1.069 -3.235 -0.109
H -0.843 -3.099 -3.160
H 0.045 -4.480 -2.440
H 0.924 -3.214 -3.357
C 0.088 -3.404 -2.668
H -2.018 -2.719 -0.319
H -1.172 -4.285 -0.406
H 1.602 -4.449 -0.552
H 1.762 -3.169 0.698
H -0.848 -3.172 0.963
H 2.649 -3.021 -0.847
C 1.782 0.275 0.156
O 2.890 0.459 0.398
F 0.305 -2.512 2.911
C 0.560 -1.266 3.429
F 0.880 -1.419 4.731
F 1.665 -0.807 2.783
C -0.660 -0.318 3.222
O -0.970 -0.294 1.873
C -1.925 -0.876 3.922
F -1.802 -0.925 5.264
F -3.010 -0.103 3.631
F -2.189 -2.132 3.481
C -0.332 1.144 3.655
F 0.038 1.250 4.945
F 0.690 1.653 2.886
F -1.403 1.965 3.449
*
```

Largest force on an atom (eV/A): 7.24
Orbital gap (spin up / spin down) (eV): 7.5044 / 7.4948

***

This record from the OMol25 dataset describes a 3-piece molecular cluster, C13H21F6NO7 overall. The level of theory is wB97M-V/def2-TZVPD.

```
! wB97M-V def2-TZVPD RIJCOSX def2/J DEFGRID3
* xyz 0 1
C 3.464 0.284 -0.070
O 2.802 -1.034 0.052
C 1.496 -1.058 -0.625
C 0.217 -0.734 0.400
N 0.368 0.710 0.824
O 0.371 -1.585 1.613
C -1.228 -1.002 -0.333
C -1.918 0.429 -0.844
O -3.231 0.644 -0.718
H 4.587 0.219 0.329
H 3.543 0.660 -1.190
H 2.957 1.142 0.545
H 1.264 -2.148 -1.054
H 1.412 -0.303 -1.539
H 0.565 1.354 0.027
H -0.411 1.042 1.433
H 0.092 -1.027 2.414
H -1.940 -1.520 0.473
H -1.096 -1.703 -1.267
H -1.259 1.317 -1.285
C 4.211 -2.377 3.419
C 4.493 -0.928 3.768
O 5.665 -0.828 4.592
C 6.868 -0.836 3.934
O 6.981 -0.925 2.715
C 8.022 -0.673 4.922
F 7.878 -1.448 6.036
F 8.139 0.612 5.367
F 9.233 -1.002 4.389
H 4.140 -2.985 4.327
H 3.275 -2.465 2.860
H 5.018 -2.801 2.814
H 3.660 -0.522 4.351
H 4.590 -0.307 2.871
C -5.407 1.898 -2.379
C -5.563 2.379 -3.810
O -6.334 1.440 -4.575
C -7.697 1.542 -4.461
O -8.264 2.371 -3.754
C -8.390 0.522 -5.363
F -7.817 -0.714 -5.299
F -8.353 0.890 -6.676
F -9.705 0.344 -5.055
H -4.984 0.888 -2.356
H -4.754 2.569 -1.814
H -6.376 1.848 -1.872
H -4.578 2.442 -4.284
H -6.007 3.380 -3.854
*
```

Largest force on an atom (eV/A): 8.03
Structure (SMILES): COC[C@](N)(O)CC=O.CCOC(=O)C(F)(F)F.CCOC(=O)C(F)(F)F
Orbital gap (eV): 9.8934

***

This record from the OMol25 dataset describes C13H21MoN6OS2 as an isolated structure. The level of theory is wB97M-V/def2-TZVPD.

```
! wB97M-V def2-TZVPD RIJCOSX def2/J DEFGRID3
* xyz 3 3
Mo -0.188 0.349 0.207
C 0.600 -0.006 4.404
C -0.905 0.228 4.375
C -1.331 -0.320 3.040
O -0.110 -0.050 2.133
C 1.055 0.406 3.030
H 0.836 -1.054 4.589
H 1.097 0.597 5.163
H -1.155 1.285 4.468
H -1.409 -0.315 5.175
H -2.172 0.183 2.561
H -1.442 -1.403 2.997
H 1.118 1.488 2.892
H 1.927 -0.107 2.630
S -1.872 -0.779 -0.842
C -1.133 -2.269 -0.488
N -0.575 -3.259 -0.300
N -3.696 4.350 -0.441
C -2.486 3.868 -0.696
C -2.043 2.604 -0.229
N -0.808 2.180 -0.539
C 0.008 2.945 -1.287
C -0.465 4.186 -1.724
N -1.663 4.631 -1.443
H -4.386 3.858 0.102
H -3.937 5.257 -0.814
H -2.677 1.956 0.369
H 0.998 2.582 -1.522
H 0.175 4.822 -2.325
C 0.925 -1.276 -3.727
N 1.528 -2.102 -2.691
C 1.803 -3.546 -2.902
C 2.464 -3.988 -1.582
N 2.404 -2.749 -0.780
C 1.868 -1.769 -1.478
S 1.803 -0.111 -0.827
H 1.073 -1.779 -4.679
H 1.418 -0.306 -3.770
H -0.146 -1.163 -3.556
H 2.459 -3.654 -3.765
H 0.860 -4.058 -3.094
H 3.502 -4.289 -1.709
H 1.908 -4.776 -1.077
H 2.771 -2.648 0.153
*
```

Largest force on an atom (eV/A): 0.38
ΔE to the lowest compared entry with this formula, charge and spin (kcal per mole): 14.67
Orbital gap (spin up / spin down) (eV): 6.0082 / 5.9740

***

This record from the OMol25 dataset describes the molecule C13H21N3O5. The level of theory is wB97M-V/def2-TZVPD.

```
! wB97M-V def2-TZVPD RIJCOSX def2/J DEFGRID3
* xyz 0 1
C -3.654 2.543 -2.211
N -2.766 1.506 -1.654
C -1.933 0.765 -2.357
O -1.814 0.865 -3.588
C -1.108 -0.275 -1.633
C -0.053 -0.960 -2.534
C 0.498 -2.192 -1.803
C 1.552 -2.877 -2.649
O 2.603 -3.303 -2.188
O 1.286 -3.013 -3.974
N -0.367 0.323 -0.523
C -0.868 0.635 0.665
O -2.050 0.400 0.946
C 0.133 1.223 1.642
C -0.481 1.682 2.952
C -0.347 0.445 3.815
C 0.992 -0.172 3.401
N 1.202 0.305 2.019
C 2.284 -0.006 1.242
C 3.420 -0.875 1.804
O 2.400 0.448 0.107
H -4.563 2.104 -2.641
H -3.090 3.068 -3.007
H -3.927 3.267 -1.420
H -2.814 1.339 -0.664
H -1.796 -1.052 -1.288
H 0.806 -0.283 -2.702
H -0.424 -1.293 -3.467
H -0.292 -2.863 -1.533
H 1.020 -1.854 -0.899
H 2.084 -3.441 -4.312
H 0.640 0.451 -0.622
H 0.561 2.088 1.179
H -1.483 2.077 2.908
H 0.107 2.477 3.329
H -0.377 0.731 4.853
H -1.216 -0.196 3.589
H 1.145 -1.227 3.545
H 1.769 0.352 3.991
H 4.240 -0.811 1.094
H 3.697 -0.511 2.758
H 2.983 -1.891 1.834
*
```

Largest force on an atom (eV/A): 3.00
Structure (SMILES): CNC(=O)[C@@H](CCC(=O)O)NC(=O)[C@H]1CCCN1C(C)=O
ΔE to the lowest compared entry with this formula, charge and spin (kcal per mole): 0.00
Orbital gap (eV): 9.7889

***

This record from the OMol25 dataset describes an isolated ion of composition C13H21N4O6 and charge -1. The level of theory is wB97M-V/def2-TZVPD.

```
! wB97M-V def2-TZVPD RIJCOSX def2/J DEFGRID3
* xyz -1 1
C 1.139 1.921 3.604
N 1.816 2.709 2.594
C 1.594 3.017 1.322
O 2.037 3.978 0.898
C 0.582 2.166 0.589
C 0.011 2.682 -0.642
C -1.086 3.811 -0.577
C -2.441 3.181 -0.549
N -2.542 1.866 -0.261
O -3.440 3.852 -0.810
N 1.020 0.836 0.283
C 0.257 -0.264 0.253
O -0.947 -0.209 0.412
C 0.825 -1.656 -0.215
C 1.633 -2.314 0.868
C 3.157 -2.208 0.864
C 3.659 -0.777 0.710
O 3.922 -0.256 1.784
O 3.613 -0.153 -0.426
N 0.100 -2.575 -0.971
C -1.029 -3.235 -0.662
C -1.707 -3.206 0.702
O -1.493 -3.963 -1.472
H 0.031 1.984 3.547
H 1.447 0.939 3.398
H 1.414 2.186 4.647
H 2.597 3.301 2.867
H -0.325 2.109 1.278
H 0.856 3.135 -1.224
H -0.230 1.937 -1.456
H -1.089 4.630 -1.423
H -1.010 4.463 0.334
H -3.425 1.335 -0.553
H -1.629 1.410 -0.090
H 1.947 0.685 0.054
H 1.519 -1.399 -0.950
H 1.211 -2.091 1.869
H 1.592 -3.439 0.735
H 3.502 -2.462 1.869
H 3.645 -2.893 0.213
H 0.475 -2.508 -1.912
H -2.619 -3.745 0.719
H -0.963 -3.334 1.559
H -2.161 -2.224 0.804
*
```

Largest force on an atom (eV/A): 8.44
Structure (SMILES): CNC(=O)[C@@H](CCC(N)=O)NC(=O)[C@@H](CCC(=O)[O-])NC(C)=O
ΔE to the lowest compared entry with this formula, charge and spin (kcal per mole): 51.94
Orbital gap (eV): 8.1247

***

This record from the OMol25 dataset describes a 2-piece molecular cluster, C13H21NO overall. The level of theory is wB97M-V/def2-TZVPD.

```
! wB97M-V def2-TZVPD RIJCOSX def2/J DEFGRID3
* xyz 0 1
C 2.174 -0.815 0.331
C 1.989 -0.045 -0.989
N 2.420 -0.764 -2.177
C 3.815 -0.541 -2.457
C 1.507 -0.775 -3.214
C 2.025 -1.130 -4.593
O 0.344 -0.451 -3.071
H 3.235 -0.967 0.588
H 1.779 -1.822 0.444
H 1.874 -0.087 1.080
H 0.937 0.213 -0.999
H 2.584 0.858 -0.835
H 4.155 0.404 -2.862
H 4.357 -0.738 -1.536
H 4.233 -1.275 -3.152
H 2.679 -1.992 -4.516
H 1.167 -1.305 -5.207
H 2.655 -0.325 -4.971
C -0.586 1.917 3.111
C -0.631 0.754 2.102
C -2.067 0.326 1.913
C -2.869 0.004 3.018
C -4.221 -0.230 2.867
C -4.858 -0.005 1.643
C -4.067 0.208 0.530
C -2.690 0.370 0.680
H -0.858 1.560 4.100
H -1.244 2.679 2.720
H 0.399 2.368 3.198
H -0.221 1.113 1.169
H -0.087 -0.139 2.415
H -2.453 -0.078 4.007
H -4.863 -0.368 3.728
H -5.935 0.056 1.583
H -4.535 0.359 -0.433
H -2.145 0.666 -0.212
*
```

Largest force on an atom (eV/A): 2.03
Structure (SMILES): CCN(C)C(C)=O.CCc1ccccc1
ΔE to the lowest compared entry with this formula, charge and spin (kcal per mole): 11.48
Orbital gap (eV): 9.7207

***

This record from the OMol25 dataset describes C13H22AsOS4W as an isolated structure. The level of theory is wB97M-V/def2-TZVPD.

```
! wB97M-V def2-TZVPD RIJCOSX def2/J DEFGRID3
* xyz 1 1
W 0.799 2.313 0.032
S 2.624 2.502 1.430
S 3.145 4.497 0.877
S 1.526 4.887 -0.298
S 1.623 3.435 -1.840
C -2.414 2.009 -0.973
C -2.221 2.768 0.348
C -2.943 2.073 1.495
C -2.668 4.218 0.205
O -0.810 2.775 0.661
H -3.435 2.112 -1.336
H -2.209 0.944 -0.839
H -1.743 2.419 -1.735
H -4.018 2.094 1.328
H -2.718 2.586 2.431
H -2.613 1.036 1.577
H -3.725 4.261 -0.051
H -2.096 4.711 -0.583
H -2.509 4.755 1.140
C 3.073 -0.707 -0.017
As 1.292 -0.037 -0.415
C 1.062 -0.687 -2.239
C 0.151 -1.225 0.691
C 0.445 -2.683 0.506
C -0.131 -3.388 -0.550
C 0.121 -4.741 -0.712
C 0.950 -5.404 0.181
C 1.526 -4.711 1.236
C 1.277 -3.357 1.395
H 3.137 -1.753 -0.310
H 3.269 -0.609 1.050
H 3.810 -0.122 -0.564
H 1.232 -1.761 -2.275
H 1.801 -0.182 -2.859
H 0.067 -0.457 -2.617
H -0.886 -1.000 0.439
H 0.331 -0.915 1.721
H -0.802 -2.872 -1.228
H -0.338 -5.278 -1.532
H 1.138 -6.463 0.061
H 2.162 -5.227 1.942
H 1.720 -2.816 2.224
*
```

Largest force on an atom (eV/A): 3.94
ΔE to the lowest compared entry with this formula, charge and spin (kcal per mole): 39.03
Orbital gap (spin up / spin down) (eV): 6.5154 / 6.6090

***

This record from the OMol25 dataset describes a 3-piece molecular cluster, C13H22Br4FO4S overall. The level of theory is wB97M-V/def2-TZVPD.

```
! wB97M-V def2-TZVPD RIJCOSX def2/J DEFGRID3
* xyz 1 1
C 2.836 1.936 0.552
C 3.107 2.946 -0.567
C 1.930 3.779 -0.997
O 1.797 4.270 -2.075
O 0.936 3.923 -0.038
C -0.352 3.585 -0.492
C -0.326 2.176 -1.097
S -1.984 1.638 -1.553
C -1.652 0.023 -2.289
C -2.977 -0.613 -2.715
O -3.576 -1.305 -1.954
C -2.789 1.170 -0.005
C -1.816 0.526 0.965
O -1.503 -0.609 0.968
F -1.306 1.422 1.817
H 2.362 1.043 0.137
H 2.137 2.358 1.275
H 3.751 1.655 1.068
H 3.925 3.617 -0.290
H 3.426 2.440 -1.479
H -0.744 4.315 -1.205
H -0.994 3.599 0.389
H 0.252 2.118 -2.022
H 0.068 1.459 -0.371
H -1.167 -0.605 -1.538
H -0.973 0.204 -3.124
H -3.343 -0.393 -3.730
H -3.261 2.057 0.414
H -3.533 0.417 -0.275
Br 2.728 -1.501 -0.788
C 4.124 -2.769 -0.285
C 4.875 -2.300 0.932
Br 6.060 -0.817 0.524
H 4.762 -2.869 -1.157
H 3.616 -3.710 -0.089
H 5.506 -3.100 1.309
H 4.209 -1.959 1.719
Br -4.899 -5.689 2.142
C -3.910 -4.115 1.587
C -3.355 -3.351 2.760
Br -4.736 -2.367 3.714
H -4.591 -3.513 0.993
H -3.099 -4.477 0.959
H -2.637 -2.608 2.420
H -2.884 -4.004 3.488
*
```

Largest force on an atom (eV/A): 0.70
Orbital gap (eV): 7.9031

***

This record from the OMol25 dataset describes a 2-piece molecular cluster, C13H22BrF3N3O3P overall. The level of theory is wB97M-V/def2-TZVPD.

```
! wB97M-V def2-TZVPD RIJCOSX def2/J DEFGRID3
* xyz 0 1
C -0.941 -4.262 0.112
C -0.768 -3.051 -0.810
C 0.713 -2.626 -0.869
Br 1.601 -3.672 -2.228
C 0.936 -1.151 -0.985
C 1.381 -0.315 -1.968
C 1.800 -0.532 -3.393
F 1.983 0.672 -3.960
F 2.950 -1.189 -3.501
F 0.878 -1.174 -4.099
N 1.379 0.964 -1.466
C 0.976 0.954 -0.193
P 0.838 2.537 0.673
C 2.462 3.288 0.256
C 1.011 2.300 2.492
N 0.662 -0.314 0.112
C 0.053 -0.691 1.387
C -1.367 -0.093 1.594
C -2.017 0.480 0.321
C -2.279 -1.138 2.253
H -0.095 -4.941 0.018
H -1.854 -4.807 -0.107
H -0.984 -3.943 1.152
H -1.331 -2.224 -0.389
H -1.127 -3.269 -1.809
H 1.189 -2.939 0.058
H 1.608 1.778 -2.017
H 2.452 3.682 -0.755
H 2.651 4.090 0.962
H 3.286 2.579 0.355
H 0.043 2.102 2.937
H 1.741 1.548 2.784
H 1.343 3.265 2.868
H -0.014 -1.771 1.404
H 0.711 -0.379 2.192
H -1.295 0.731 2.299
H -1.721 1.515 0.139
H -3.096 0.503 0.456
H -1.823 -0.123 -0.563
H -1.732 -1.701 3.012
H -3.077 -0.620 2.776
H -2.694 -1.826 1.521
N -1.617 3.949 -1.258
O -2.122 4.869 -1.901
O -1.946 3.740 -0.068
O -0.747 3.207 -1.797
*
```

Largest force on an atom (eV/A): 1.69
Orbital gap (eV): 7.3789

***

This record from the OMol25 dataset describes C13H22Cl5KOS as an isolated structure. The level of theory is wB97M-V/def2-TZVPD.

```
! wB97M-V def2-TZVPD RIJCOSX def2/J DEFGRID3
* xyz 0 1
C 1.753 -3.453 2.779
C 1.220 -2.064 2.527
C 1.866 -0.963 3.097
C 1.393 0.337 2.943
C 0.242 0.591 2.195
C -0.391 -0.498 1.627
C 0.074 -1.789 1.782
C -0.821 -2.809 1.128
S -2.501 -2.739 1.880
H 2.838 -3.478 2.674
H 1.333 -4.209 2.111
H 1.469 -3.764 3.787
H 2.767 -1.114 3.681
H 1.913 1.154 3.426
H -0.196 1.572 2.057
H -1.318 -0.327 1.074
H -0.494 -3.835 1.295
H -0.981 -2.625 0.067
H -2.217 -3.223 3.098
H -2.617 -1.411 2.157
C -2.983 2.934 -2.199
C -2.052 3.437 -1.112
O -0.896 2.634 -0.902
C -0.059 2.449 -2.020
C 0.521 3.727 -2.607
H -3.340 1.936 -1.952
H -3.840 3.604 -2.290
H -2.491 2.889 -3.175
H -2.587 3.474 -0.162
H -1.725 4.461 -1.350
H -0.581 1.878 -2.800
H 0.759 1.817 -1.665
H -0.257 4.390 -2.987
H 1.193 3.489 -3.434
H 1.083 4.274 -1.847
C 1.348 -1.625 -2.595
Cl 1.888 -0.939 -1.073
Cl -0.432 -1.693 -2.661
Cl 1.967 -0.723 -3.963
H 1.722 -2.637 -2.670
Cl 4.814 -2.203 -1.929
K 3.723 -4.359 -0.673
Cl -3.107 1.432 0.682
*
```

Largest force on an atom (eV/A): 1.92
Orbital gap (eV): 5.5285

***

This record from the OMol25 dataset describes a 2-piece molecular cluster, C13H22F5INO4 overall. The level of theory is wB97M-V/def2-TZVPD.

```
! wB97M-V def2-TZVPD RIJCOSX def2/J DEFGRID3
* xyz -1 1
C -2.001 0.125 -2.561
C -1.924 -0.399 -1.097
N -1.623 0.643 -0.107
C -0.224 0.997 0.032
C 0.121 2.122 -0.978
C -0.738 3.394 -0.865
O -2.013 3.303 -1.503
C -0.086 1.644 1.476
C 0.292 0.557 2.542
C -0.022 1.140 3.949
I 1.654 2.312 4.639
O 0.704 -0.119 0.052
C 1.458 -0.262 -1.051
O 1.135 -0.929 -1.945
C 2.864 0.403 -1.190
F 3.222 1.105 -0.110
F 2.772 1.257 -2.242
C 3.989 -0.606 -1.544
F 4.058 -1.499 -0.584
F 5.135 0.066 -1.610
F 3.829 -1.185 -2.697
H -2.445 1.125 -2.620
H -2.645 -0.590 -3.098
H -1.025 0.120 -3.067
H -1.295 -1.299 -1.038
H -2.948 -0.744 -0.880
H -2.075 0.479 0.782
H 1.162 2.428 -0.770
H 0.062 1.811 -2.033
H -0.177 4.185 -1.400
H -0.881 3.764 0.158
H -2.024 3.871 -2.281
H -1.060 2.088 1.721
H 0.727 2.386 1.474
H 1.355 0.298 2.483
H -0.274 -0.397 2.421
H -0.895 1.802 3.882
H -0.292 0.357 4.665
C -1.114 -4.709 0.174
C -0.847 -4.201 1.611
O -0.781 -2.860 1.606
H -0.313 -4.412 -0.509
H -1.171 -5.811 0.158
H -2.062 -4.326 -0.214
H 0.066 -4.760 1.941
H -1.651 -4.676 2.231
*
```

Largest force on an atom (eV/A): 3.44
Orbital gap (eV): 4.9066